# 1
83
Properties=species:S:1:pos:R:3:lowdin_spin:R:1 method="wB97M-V/def2-TZVPD" e_above_lowest_kj_mol=132.2 fmax_ev_per_a=0.7 e_homo_ev="-8.7497 / -8.7919" multiplicity=5 orbital_gap_ev="6.262 / 3.645" charge=+1
H 0.79 3.03 1.05 0.00
C -4.37 -1.48 1.68 0.02
H -1.48 0.89 0.27 0.01
C 0.31 4.33 -3.77 0.00
H 4.56 -1.88 1.16 0.01
H 2.87 -0.46 -3.88 0.00
C -6.20 -2.00 3.16 0.02
C 3.84 -0.57 -1.03 0.02
C 3.20 -0.22 1.27 0.01
H -2.92 1.55 0.94 0.00
H -0.79 3.94 -2.03 0.00
C 0.11 -3.05 -0.99 0.01
H 1.52 -2.41 1.80 0.00
H -7.33 -0.40 0.40 0.00
H 1.48 4.98 -5.41 0.00
H 3.10 3.29 -5.39 0.00
C 4.30 -1.03 1.78 0.17
H -0.55 -5.45 -2.01 0.00
C 1.15 -2.88 0.90 0.00
H -1.44 3.64 1.55 0.00
N 0.98 0.43 1.89 0.25
C -1.34 2.98 0.68 0.00
N 0.45 -2.18 -0.06 0.04
Pt 0.73 0.02 -0.41 1.40
N 1.52 0.30 -2.44 0.14
S -6.81 1.30 -1.32 0.20
H 0.29 2.14 2.90 0.01
C -3.00 -0.07 -1.80 0.03
H 0.13 0.63 3.78 0.01
H -3.32 -1.52 1.44 0.00
H 5.85 -1.59 3.05 0.00
C -5.33 0.60 -1.32 0.00
C 0.05 3.60 -2.62 0.00
H 0.39 -6.36 -0.83 0.00
H -2.01 3.39 -0.09 0.00
C 1.37 4.21 -4.65 0.00
H 1.20 -5.58 -2.19 0.00
H 4.18 0.33 -1.55 0.00
S -1.44 -0.24 -2.37 0.40
C 0.12 3.11 0.19 0.01
C -4.84 -2.04 2.85 0.00
H 0.25 4.13 -0.20 0.00
C -1.83 1.58 1.02 0.01
N -4.72 -0.29 -0.43 0.15
C 1.52 1.54 -2.89 0.01
C 3.15 -1.51 -2.02 0.00
H -0.46 -2.83 -1.87 0.00
H -0.38 5.15 -3.96 0.00
C 0.72 2.49 -2.06 0.01
C -1.45 1.02 2.39 0.00
H 3.14 1.33 -4.23 0.00
N 2.94 -0.12 0.02 0.21
N -3.47 -0.64 -0.69 0.23
C 2.24 0.44 2.22 0.00
H -1.81 -0.02 2.45 0.00
C 3.96 1.11 3.99 -0.02
C 2.30 3.19 -4.66 0.00
C 2.75 1.17 3.35 0.21
C 1.22 -4.19 0.53 0.00
C 2.25 -0.79 -3.05 0.01
N 0.55 -4.29 -0.67 0.00
H 1.66 -5.05 1.01 0.00
C -5.26 -0.87 0.79 0.00
C 0.02 1.08 2.79 0.02
H 3.91 -2.07 -2.57 0.00
H 2.57 -2.24 -1.45 0.00
C 4.99 0.18 3.85 0.26
C 2.34 2.01 -3.94 0.00
S -4.17 0.98 -2.57 -0.04
C 0.39 -5.49 -1.48 0.00
C -7.07 -1.41 2.27 0.00
C -6.62 -0.84 1.08 0.02
C 5.06 -0.86 2.90 -0.01
H 4.73 -1.05 -0.62 0.01
H -8.13 -1.38 2.49 0.00
H -4.14 -2.51 3.53 0.00
H 2.07 1.92 3.75 0.01
H -1.98 1.58 3.17 0.00
H 4.10 1.85 4.78 -0.01
H 1.54 -1.52 -3.46 0.00
H -6.56 -2.43 4.08 0.00
H 5.80 0.24 4.56 0.01
N 0.61 2.16 -0.79 0.11

***

# 2
20
Properties=species:S:1:pos:R:3:lowdin_charge:R:1 method="wB97M-V/def2-TZVPD" e_above_lowest_kj_mol=475.8 fmax_ev_per_a=3.3 e_homo_ev=-8.9716 orbital_gap_ev=9.667
H 2.64 -1.97 -0.05 0.10
N 1.44 -0.30 -0.19 -0.04
H -0.26 1.66 -1.80 0.12
H 0.73 -1.85 1.60 0.07
N 2.37 0.42 0.53 -0.42
C -1.90 0.64 0.88 -0.06
O 3.52 0.27 0.30 0.10
H -2.76 0.50 0.07 0.14
H 1.25 -1.87 -1.30 0.09
H 2.77 -1.10 -1.59 0.09
C -0.46 1.77 -0.65 -0.06
N -0.71 0.56 0.09 -0.18
H -1.40 2.41 -0.73 0.11
H -2.01 -0.14 1.62 0.06
O 1.85 1.19 1.28 0.07
H 0.28 2.32 -0.10 0.07
N -0.05 -1.17 1.46 0.15
C 0.13 -0.38 0.48 -0.45
C 2.08 -1.40 -0.82 -0.05
H -1.83 1.58 1.38 0.08

***

# 3
58
Properties=species:S:1:pos:R:3:lowdin_charge:R:1 method="wB97M-V/def2-TZVPD" fmax_ev_per_a=1.6 e_homo_ev=-3.9914 orbital_gap_ev=6.762 charge=-1
H -0.52 -9.38 -0.14 0.02
H -1.02 -5.19 3.04 0.01
H -1.47 1.64 1.55 0.00
H -2.77 -7.28 0.06 0.02
H 0.39 -8.66 1.19 0.01
H 4.64 -4.00 0.39 0.01
H -3.60 -0.31 -0.08 0.00
H 3.65 -3.89 2.47 0.01
H 2.40 -2.67 2.20 0.03
H 3.98 -5.78 -3.34 0.02
H 2.47 -6.68 -3.07 0.01
C -2.01 -6.57 0.40 -0.23
H 2.64 -3.34 3.82 0.02
H -4.39 0.32 -1.51 0.01
C 0.22 -8.63 0.11 -0.22
C 4.37 -4.09 -0.67 -0.23
H 4.31 -7.05 0.74 0.01
Si -0.37 -6.92 -0.45 0.31
H -0.16 -4.14 4.17 0.02
C -0.28 -4.40 3.11 -0.23
H -2.62 4.29 -1.75 0.00
H -0.94 -6.01 -2.68 0.02
C -3.37 3.50 -1.62 -0.25
Ge -2.56 1.93 -0.74 0.64
H 0.24 -7.31 -2.84 0.01
H 5.07 -7.25 -0.84 0.02
H 2.43 -4.92 -3.22 0.02
C -0.66 -6.99 -2.31 -0.23
H 5.30 -4.20 -1.24 0.02
H -0.24 1.90 -1.74 -0.07
C 4.11 -7.12 -0.33 -0.22
H -2.35 -5.56 0.16 0.02
H -1.46 -7.70 -2.53 0.02
Si 3.25 -5.57 -0.98 0.31
H -2.81 2.79 1.69 0.00
Te 0.23 -3.13 -0.95 0.19
H 1.21 -7.30 3.14 0.01
Ag -0.43 -0.70 -1.02 0.25
H -0.66 -3.53 2.58 0.02
C -1.07 1.19 -1.72 -0.50
H -4.22 3.92 -1.07 0.00
H -1.26 3.30 0.99 0.01
H 2.03 -6.31 4.35 0.02
H 2.90 -6.85 2.91 0.01
H -3.72 3.22 -2.62 0.00
C 1.93 -6.50 3.28 -0.22
H 3.51 -8.01 -0.50 0.01
C 3.01 -5.76 -2.83 -0.23
H 3.87 -3.17 -0.97 0.02
Si 1.38 -4.92 2.39 0.31
H 1.16 -8.90 -0.38 0.01
H -4.81 0.96 0.09 0.00
C -1.98 2.48 1.06 -0.25
H -1.93 -6.65 1.48 0.01
H -1.37 1.01 -2.76 -0.07
Si 1.16 -5.20 0.06 -0.06
C -3.99 0.60 -0.53 -0.25
C 2.64 -3.58 2.75 -0.23

***

# 4
15
Properties=species:S:1:pos:R:3:lowdin_charge:R:1 method="wB97M-V/def2-TZVPD" e_above_lowest_kj_mol=602.8 fmax_ev_per_a=3.8 e_homo_ev=-13.3490 orbital_gap_ev=4.393 charge=+1
C -1.70 1.31 -0.83 -0.15
H -3.72 0.99 -0.29 0.07
H 3.47 -1.80 0.91 0.10
H 0.90 -0.59 -0.32 0.06
C -1.28 0.34 0.13 0.28
H 2.49 -0.72 -1.06 0.09
H -1.72 -0.69 0.02 0.14
O -3.30 1.44 -1.01 0.01
H -1.09 0.73 1.10 0.11
C 2.47 -1.27 0.95 -0.19
H -1.46 1.15 -1.86 0.14
H 1.78 -1.89 1.57 0.08
N 1.87 -1.06 -0.33 -0.01
H 2.74 -0.29 1.60 0.12
H -1.44 2.35 -0.57 0.14

***

# 5
117
Properties=species:S:1:pos:R:3:lowdin_charge:R:1 method="wB97M-V/def2-TZVPD" fmax_ev_per_a=1.6 e_homo_ev=-9.3596 orbital_gap_ev=5.849 charge=+1
H -3.38 3.65 1.89 0.11
H 0.38 -9.07 6.45 0.07
N -0.63 3.41 -2.08 -0.19
H 1.33 -8.78 0.64 0.07
H -5.98 1.13 -0.39 0.11
H 0.19 -10.43 5.36 0.06
H -0.78 2.86 -4.07 0.10
H 1.46 1.90 -3.08 0.07
C -0.68 2.37 -3.10 -0.23
H -1.61 1.82 -2.98 0.12
H -5.48 -0.81 6.31 0.11
H 1.45 0.03 4.49 0.14
N 2.46 7.61 -6.32 -0.20
C -3.96 -1.48 3.38 -0.28
H 0.62 -7.17 0.82 0.07
C -5.23 -1.34 5.41 -0.06
C 1.11 7.31 -6.76 -0.28
H 0.66 8.12 -7.36 0.10
C 0.51 4.31 -2.14 -0.27
C -2.20 -1.72 1.76 -1.07
C 1.38 -7.85 1.20 -0.09
H -1.90 2.44 -0.75 0.11
H 2.64 -2.35 3.28 0.10
H -0.22 2.08 1.07 0.05
H 3.90 8.31 -9.38 0.07
O 4.08 -0.15 3.35 -0.06
H 1.37 -10.80 2.43 0.07
S -1.94 -1.67 0.15 0.72
C 1.22 -8.06 2.70 -0.28
C 0.50 -9.39 5.41 -0.08
H -5.19 3.39 0.21 0.11
N -2.98 -0.84 2.50 -0.10
H 3.55 9.63 -8.28 0.06
C 0.68 4.97 -3.49 -0.09
C 0.50 1.39 -3.18 -0.08
H -0.20 -7.45 4.82 0.10
H 1.15 10.08 -6.37 0.07
C 1.00 6.01 -7.54 -0.09
H 0.36 0.79 3.31 0.12
H 0.44 0.62 -2.42 0.05
H 3.09 -1.47 1.23 0.12
C -5.81 -2.57 5.12 -0.07
C -4.56 -2.68 3.06 -0.06
C -4.62 0.12 0.91 -0.03
N 5.00 -1.21 2.91 0.04
H -1.13 3.87 -0.14 0.11
H 1.53 6.06 -8.50 0.07
H -0.04 5.80 -7.77 0.07
C 0.31 -11.01 2.53 -0.08
H 1.56 -3.02 1.03 0.11
N -0.10 -8.53 3.07 -0.20
H -0.28 -4.82 2.39 0.06
H 2.24 8.62 -8.90 0.07
C 2.09 10.10 -5.82 -0.08
C 0.07 2.10 0.01 -0.09
H -1.41 -8.70 4.67 0.11
C -4.30 -0.80 4.54 -0.01
H 2.85 10.57 -6.45 0.06
H 2.03 -8.72 3.05 0.10
C 1.31 -0.92 2.47 -0.26
C 2.52 8.70 -5.36 -0.26
H -3.84 0.15 4.75 0.12
H -5.95 -4.17 3.72 0.11
H 2.36 -7.41 1.00 0.07
C -0.24 -3.84 1.94 -0.45
H 0.34 5.09 -1.39 0.12
H 0.50 0.89 -4.15 0.08
H -0.50 -3.96 0.89 0.05
H 3.54 6.62 -7.78 0.10
C -0.95 2.97 -0.74 -0.24
C 3.46 7.63 -7.37 -0.25
H 0.93 4.26 -4.28 0.06
H 2.10 -0.10 0.62 0.12
C -0.55 -9.74 2.39 -0.24
C 1.30 0.26 3.44 -0.02
H -1.57 -9.95 2.72 0.12
H 0.44 -0.94 1.83 0.10
H 0.04 -11.71 1.74 0.07
H 0.15 -11.51 3.48 0.06
S -1.49 -2.92 2.85 0.98
C -3.57 0.28 1.81 -0.28
H 4.43 7.82 -6.90 0.11
H -2.33 1.66 2.86 0.10
H 1.06 -2.47 4.00 0.11
C 3.36 0.37 2.26 -0.31
C 3.27 8.61 -8.54 -0.08
C -3.13 1.55 2.14 -0.04
H 2.76 1.84 3.61 0.19
H -0.64 -9.51 1.32 0.10
H 1.89 8.41 -4.51 0.10
H 1.89 1.77 2.16 0.16
C 2.50 -0.60 1.49 -0.06
H 1.40 5.17 -6.97 0.07
C -3.73 2.67 1.58 -0.09
H 1.95 10.74 -4.95 0.07
H 1.50 5.69 -3.45 0.07
H 1.37 -7.10 3.21 0.11
H 1.56 -9.33 5.18 0.07
H 4.03 0.91 1.60 0.17
H 1.83 -4.24 2.23 0.11
H 0.49 7.21 -5.86 0.11
C -5.49 -3.22 3.94 -0.06
H -0.23 5.51 -3.78 0.08
N 2.34 1.24 2.90 0.15
H -6.52 -3.00 5.81 0.11
C -0.35 -8.49 4.50 -0.25
H 3.54 8.74 -4.97 0.11
H -4.98 -0.86 0.66 0.12
C 1.24 -3.36 2.02 -0.22
C -4.74 2.51 0.65 -0.08
H -4.32 -3.20 2.15 0.11
C -5.18 1.24 0.32 -0.05
H 1.09 2.48 -0.06 0.06
C 1.58 -2.31 3.06 -0.19
H 0.05 1.07 -0.35 0.04
H 1.45 3.81 -1.87 0.10
O 5.60 -1.60 3.80 0.16

***

# 6
78
Properties=species:S:1:pos:R:3:lowdin_spin:R:1 method="wB97M-V/def2-TZVPD" fmax_ev_per_a=2.9 e_homo_ev="-7.2865 / -7.2865" multiplicity=2 orbital_gap_ev="3.943 / 4.309"
C -0.38 1.01 4.37 0.00
C 1.92 -2.98 -2.38 -0.01
C 0.54 -3.13 -0.36 -0.01
C 0.28 2.17 4.72 0.00
H -2.82 1.19 -2.64 0.00
H 5.37 0.87 5.07 0.00
N 5.95 -1.95 3.36 0.00
H 1.79 1.82 2.17 0.00
C 2.45 0.96 2.04 0.00
H -0.45 6.37 1.11 0.00
O 6.94 -4.36 2.43 0.00
C 5.81 -0.08 4.78 0.00
C 2.33 -4.28 -2.24 0.01
C -0.65 4.24 1.04 0.00
C 2.99 -0.88 0.80 0.00
H -0.68 -3.62 2.44 0.00
C 6.90 -2.38 4.13 0.00
C -0.17 3.03 0.55 0.00
H 0.12 4.11 5.61 0.00
N -0.66 -1.33 0.71 -0.02
C -0.39 3.20 5.35 0.00
S -3.60 0.04 2.88 0.00
C 0.98 5.50 -0.20 0.00
C -0.07 5.45 0.69 0.00
Cl 1.71 7.02 -0.58 0.00
S -3.26 0.25 -0.01 0.00
O 0.88 -1.08 -1.57 -0.03
C 0.97 -4.47 -0.27 0.01
C 4.04 -1.19 1.64 0.00
C 3.48 0.74 2.93 0.00
C 1.99 1.92 -2.07 0.02
H -2.18 -3.20 1.62 0.00
H 3.01 -4.72 -2.95 0.00
H 3.49 2.98 -3.18 0.00
O -0.59 1.87 0.93 -0.01
C 4.29 -0.38 2.75 0.00
H 0.15 0.22 3.85 0.00
H -1.22 -4.56 1.04 0.00
S 7.50 -4.11 3.74 0.00
C 5.37 -0.78 3.66 0.00
C 1.44 4.33 -0.85 0.00
C 1.86 -5.03 -1.15 -0.01
H 7.23 -0.16 6.41 0.00
C -1.17 -3.57 1.47 0.01
N 2.19 0.17 1.01 0.00
C -1.78 0.52 -1.09 0.01
C -2.59 -0.30 1.52 0.00
C -0.41 -2.62 0.59 0.05
H 2.79 -1.48 -0.06 0.00
H -3.46 1.80 5.49 0.00
C -2.40 1.89 5.30 0.00
H 3.64 1.42 3.75 0.00
H 2.99 5.16 -2.09 0.00
H 2.28 -2.37 -3.20 0.00
H -3.16 -0.70 5.08 0.00
H -2.29 3.87 6.11 0.00
C 1.08 -2.35 -1.43 0.01
N 1.09 1.94 -1.11 0.00
C 2.72 3.06 -2.43 0.00
Re 0.14 0.28 -0.27 0.91
H 4.65 -2.06 1.47 0.00
C 2.45 4.26 -1.82 0.02
O 8.93 -3.97 3.80 0.00
H 2.20 -6.04 -1.01 0.00
O 6.83 -4.75 4.85 0.00
C -1.74 3.06 5.64 0.00
H 1.33 2.28 4.49 0.00
C 0.82 3.11 -0.48 0.01
C -2.49 -0.37 4.29 0.00
H -1.86 -1.19 3.96 0.00
N -1.53 -0.99 1.70 -0.01
C 6.84 -0.64 5.53 0.00
H 2.14 0.97 -2.57 0.00
N 7.38 -1.80 5.20 0.00
I -2.35 4.13 2.25 0.00
N -1.91 0.98 -2.23 0.03
C -1.73 0.85 4.68 0.00
H 0.63 -5.08 0.56 0.00

***

# 7
38
Properties=species:S:1:pos:R:3:lowdin_charge:R:1 method="wB97M-V/def2-TZVPD" fmax_ev_per_a=3.5 e_homo_ev=-1.6281 orbital_gap_ev=5.825 charge=-2
C 3.15 0.92 -3.79 -0.08
N -3.19 -0.39 -0.25 -0.03
N -4.02 -1.20 4.34 -0.01
N -1.74 -1.59 0.98 -0.05
N -3.22 -1.21 5.40 -0.19
N -3.58 -0.39 2.11 0.08
C 2.33 1.48 -2.80 -0.15
H 1.10 -1.22 -1.37 0.09
O 3.22 -1.51 0.01 -0.41
H -2.41 2.02 -0.66 0.06
Cl 2.61 -2.03 1.27 0.75
H 3.55 1.54 -4.54 0.07
H -0.69 2.89 1.13 0.11
H -4.56 -0.17 1.94 0.13
O -0.21 1.04 0.41 -0.17
Br 2.94 -3.08 -2.85 0.76
H -1.91 3.73 -0.41 0.05
C -0.39 2.44 0.13 -0.33
H 3.99 -0.92 -4.52 0.08
H -1.38 2.75 -1.85 0.06
C 1.71 -0.63 -2.05 -0.15
N -2.08 -0.71 5.17 -0.15
C 3.42 -0.46 -3.75 -0.12
N -2.24 -0.90 -1.03 -0.16
H 0.56 2.86 -0.24 0.10
N -1.37 -1.58 -0.34 -0.12
O 3.60 -2.56 2.18 -0.36
O 1.59 -3.10 0.92 -0.40
N -1.99 -0.36 3.84 -0.08
C -1.58 2.76 -0.76 -0.12
H 0.58 0.72 -0.13 0.05
Ag -0.14 -0.93 2.75 0.71
H 2.32 2.57 -2.64 0.10
O 1.86 -0.82 1.86 -0.50
C -2.87 -0.79 1.01 -0.49
N 1.57 0.73 -1.99 0.09
C 2.66 -1.23 -2.86 -0.69
C -3.21 -0.67 3.39 -0.54

***

# 8
16
Properties=species:S:1:pos:R:3:lowdin_charge:R:1 method="wB97M-V/def2-TZVPD" e_above_lowest_kj_mol=366.1 fmax_ev_per_a=6.5 e_homo_ev=-7.6126 orbital_gap_ev=8.549
H 0.99 1.62 -1.57 0.16
H -1.97 -1.88 1.14 0.08
H 1.90 -0.66 1.75 0.11
H 1.05 -0.11 -1.63 0.08
N -0.09 -1.40 1.51 0.01
C -0.81 0.59 -0.72 -0.22
H -0.88 1.27 0.14 0.10
C -1.21 -1.30 0.71 -0.17
C 0.75 0.62 -0.98 -0.21
H 2.29 0.64 0.56 0.11
H -2.23 -0.87 -1.02 0.07
N -1.42 -0.70 -0.55 -0.01
N 1.07 -0.71 1.15 -0.10
H 0.66 1.57 0.80 0.15
H -1.31 0.75 -1.67 0.12
C 1.21 0.57 0.37 -0.29

***

# 9
55
Properties=species:S:1:pos:R:3:lowdin_charge:R:1 method="wB97M-V/def2-TZVPD" e_above_lowest_kj_mol=103.9 fmax_ev_per_a=2.5 e_homo_ev="-7.6487 / -7.6623" orbital_gap_ev="2.548 / 2.565" charge=+1
H -1.86 1.09 0.16 -0.06
H -3.18 0.35 2.59 0.03
H -0.69 -1.28 -3.92 0.10
H -2.54 3.74 -0.30 -0.09
H -3.70 -4.34 -1.81 0.13
Zr 0.43 -0.26 0.19 1.23
H 0.43 -2.41 -3.14 0.11
N -1.12 -1.75 -0.62 -0.04
H -5.07 1.54 -3.71 0.05
N 2.11 -1.02 0.94 -0.19
H -2.04 1.16 3.66 0.06
H 1.07 -1.36 3.50 0.02
C 0.56 1.34 -3.31 -0.24
H -2.74 -2.20 2.24 0.10
C -2.78 -3.38 -0.11 -0.01
C -2.25 -2.87 -2.40 0.00
H 4.94 2.02 1.61 0.09
P -0.95 -0.59 2.43 0.80
H -2.74 -0.45 4.10 0.06
Se 4.20 -0.36 2.71 0.73
H -3.33 -3.92 0.66 0.13
H 3.24 -0.40 -2.75 0.05
H -3.24 1.82 -0.06 -0.02
H 3.56 1.05 -0.33 0.17
O -4.33 2.09 -3.36 -0.11
C 3.86 2.19 1.48 -0.05
C -1.86 -2.43 0.30 -0.29
C 1.14 2.83 0.84 -0.10
H -0.51 1.59 -3.36 0.05
C -1.26 -1.99 -1.95 -0.30
H 1.56 4.69 1.87 0.13
C -0.23 -1.52 -2.96 -0.28
C 3.29 3.37 1.89 -0.05
H 0.98 1.28 -4.32 0.06
C 0.09 -1.02 3.85 -0.26
C 1.96 3.71 1.58 0.04
H 0.11 3.08 0.60 0.06
H 1.06 2.17 -2.78 0.05
H -2.37 -2.97 -3.45 0.12
H 0.23 -0.09 4.42 0.06
C 3.06 1.19 0.65 -0.37
H 2.38 -1.94 -2.99 0.05
C -2.98 -3.60 -1.46 0.00
C -1.72 -2.20 1.81 -0.25
H -0.42 -1.78 4.47 0.06
C 2.35 -0.85 -3.18 -0.24
O -2.58 1.60 0.64 -0.28
H 2.29 -0.68 -4.26 0.07
C -2.35 0.17 3.29 -0.27
C 3.01 -0.18 1.31 -0.95
C 1.61 1.62 0.42 -0.23
H 3.88 4.09 2.47 0.13
H -1.13 -3.02 2.29 0.11
H -3.62 1.92 -4.01 0.03
P 0.86 -0.18 -2.37 0.80